This record from OMol25 describes a cluster of 2 separate species, C9H6N7O4S in total in a non-equilibrium geometry. The level of theory is ωB97M-V with the def2-TZVPD basis set.

```
! RIJCOSX wB97M-V def2-TZVPD def2/J DEFGRID3
* xyz -1 1
O -0.683 -1.002 4.472
N 0.029 -1.641 3.670
O -0.038 -2.892 3.508
C 0.996 -1.007 2.852
C 1.324 0.328 2.772
C 2.326 0.467 1.773
N 3.065 1.666 1.561
O 4.069 1.624 0.817
O 2.695 2.714 2.134
C 2.675 -0.748 1.144
S 1.866 -2.087 1.762
H 0.917 1.119 3.392
H 3.389 -0.850 0.345
N 0.552 0.509 -6.076
C 0.274 0.404 -4.765
N -0.953 0.573 -4.273
C -1.152 0.442 -2.944
N -0.234 0.140 -1.985
C 1.001 -0.044 -2.404
C 1.329 0.103 -3.852
N 2.651 -0.053 -4.015
C 3.140 -0.328 -2.753
N 2.181 -0.344 -1.775
H 1.490 0.371 -6.419
H -0.202 0.736 -6.705
H -2.170 0.593 -2.590
H 4.192 -0.521 -2.556
*
```

relative energy (zero: lowest compared OMol25 entry of this formula, charge and spin) = 67.3 kcal per mole
E_LUMO = 0.03815 Eh
orbital gap = 4.8 eV

Mulliken population analysis, charges in e, atoms 1 to 6: O -0.585; N 0.929; O -0.607; C 0.097; C -0.452; C 0.211